The following is a DFT calculation (ωB97M-V with the def2-TZVPD basis set) of a 3-piece molecular cluster, C4H10O4 overall at a distorted geometry.

Geometry as ORCA input:
```
! RIJCOSX wB97M-V def2-TZVPD def2/J DEFGRID3
* xyz 0 1
C 1.051 -1.165 -1.713
C 0.386 -0.575 -0.369
C -1.139 -0.598 -0.608
O -1.929 0.251 -0.239
C 2.378 -0.485 -1.945
O 3.138 -0.628 -2.864
H 0.343 -1.074 -2.489
H 1.211 -2.251 -1.782
H 0.705 0.335 0.050
H 0.607 -1.296 0.628
H -1.606 -1.303 -1.404
H 2.733 0.237 -1.068
H 3.944 0.452 4.737
H 4.208 0.796 3.179
O 3.534 0.334 3.789
H -6.813 3.036 0.506
H -6.073 1.871 1.183
O -6.680 2.065 0.410
*
```

The energy relative to the best compared isomer or geometry (same formula, charge and spin) is 65.6 kcal/mol. The value obtained for the LUMO energy is 0.53 eV. The SMILES is O=CCCC=O.O.O. The HOMO-LUMO gap comes out at 0.38980 hartree. Its electronic energy is -459.28432 a.u. For the highest occupied orbital energy, the calculation gives -0.3702 Ha.

Löwdin atomic charge list, values in e, 8 entries: atom 1 (C): -0.14, atom 2 (C): -0.13, atom 3 (C): -0.28, atom 4 (O): 0.03, atom 5 (C): -0.28, atom 6 (O): 0.05, atom 7 (H): 0.09, atom 8 (H): 0.13